Record 1
{
  "formula": "C42H94N4O7S3",
  "method": "ωB97M-V with the def2-TZVPD basis set",
  "species": ["C", "S", "O", "C", "H", "H", "H", "H", "H", "H", "C", "S", "O", "C", "H", "H", "H", "H", "H", "H", "C", "S", "O", "C", "H", "H", "H", "H", "H", "H", "C", "C", "C", "C", "C", "C", "N", "O", "C", "C", "C", "H", "H", "H", "H", "H", "H", "H", "H", "H", "H", "H", "H", "H", "H", "H", "H", "H", "H", "H", "C", "C", "C", "C", "C", "C", "N", "O", "C", "C", "C", "H", "H", "H", "H", "H", "H", "H", "H", "H", "H", "H", "H", "H", "H", "H", "H", "H", "H", "H", "C", "C", "C", "C", "C", "C", "N", "O", "C", "C", "C", "H", "H", "H", "H", "H", "H", "H", "H", "H", "H", "H", "H", "H", "H", "H", "H", "H", "H", "H", "C", "C", "C", "C", "C", "C", "N", "O", "C", "C", "C", "H", "H", "H", "H", "H", "H", "H", "H", "H", "H", "H", "H", "H", "H", "H", "H", "H", "H", "H"],
  "positions_angstrom": [[0.45, -6.00, 4.60], [0.24, -7.79, 4.68], [-1.05, -8.05, 3.98], [1.55, -8.15, 3.51], [1.51, -5.75, 4.55], [-0.14, -5.48, 5.35], [0.12, -5.73, 3.60], [1.30, -7.86, 2.49], [1.79, -9.21, 3.53], [2.45, -7.64, 3.87], [4.81, -2.74, 1.68], [4.63, -3.43, 3.32], [3.22, -3.95, 3.35], [5.59, -4.92, 2.98], [4.13, -1.89, 1.58], [4.56, -3.44, 0.89], [5.78, -2.25, 1.58], [5.27, -5.32, 2.02], [5.40, -5.63, 3.77], [6.65, -4.68, 2.91], [2.67, -3.82, 6.61], [1.61, -2.84, 7.69], [2.30, -1.57, 7.98], [0.42, -2.43, 6.41], [2.66, -3.46, 5.58], [2.41, -4.87, 6.66], [3.67, -3.70, 7.04], [-0.11, -3.32, 6.07], [1.02, -1.90, 5.68], [-0.38, -1.77, 6.75], [1.91, 4.67, -0.97], [0.89, 5.79, -0.77], [1.52, 6.84, 0.15], [1.10, 8.30, -0.06], [1.03, 8.59, -1.56], [0.03, 7.68, -2.26], [0.58, 6.33, -2.11], [-0.19, 5.39, -2.84], [-1.41, 7.86, -1.76], [0.07, 8.02, -3.74], [-0.34, 5.18, -0.05], [2.84, 5.09, -1.35], [1.61, 3.85, -1.61], [2.11, 4.21, 0.00], [1.37, 6.51, 1.18], [2.62, 6.82, 0.08], [1.79, 8.96, 0.47], [0.10, 8.49, 0.35], [2.02, 8.37, -1.95], [0.77, 9.65, -1.69], [-1.50, 7.93, -0.67], [-1.81, 8.82, -2.09], [-2.07, 7.07, -2.10], [-0.17, 9.07, -3.94], [1.10, 7.87, -4.08], [-0.58, 7.40, -4.35], [-1.19, 5.87, -0.09], [-0.14, 4.99, 1.00], [-0.68, 4.28, -0.55], [-1.02, 5.27, -2.36], [1.18, -3.42, 0.14], [-0.13, -2.90, 0.79], [0.12, -2.71, 2.31], [0.46, -1.29, 2.73], [-0.28, -0.18, 2.01], [-0.17, -0.32, 0.50], [-0.58, -1.67, 0.16], [-0.91, -1.82, -1.20], [-1.14, 0.65, -0.15], [1.27, 0.00, 0.02], [-1.19, -3.97, 0.61], [2.08, -2.83, 0.35], [1.04, -3.28, -0.94], [1.36, -4.45, 0.43], [-0.68, -3.15, 2.90], [1.02, -3.31, 2.50], [1.53, -1.24, 2.50], [0.39, -1.17, 3.81], [0.08, 0.77, 2.41], [-1.35, -0.32, 2.21], [-2.12, 0.31, 0.17], [-0.96, 1.70, 0.07], [-1.05, 0.55, -1.23], [1.42, 1.09, -0.05], [2.05, -0.37, 0.68], [1.42, -0.38, -0.99], [-1.45, -4.19, -0.43], [-2.13, -3.71, 1.11], [-0.86, -4.91, 1.07], [-0.09, -1.76, -1.71], [3.67, -1.76, -4.85], [3.43, -0.80, -3.68], [4.32, 0.43, -3.81], [3.85, 1.43, -4.84], [2.47, 1.90, -4.38], [1.46, 0.76, -4.23], [2.05, -0.35, -3.51], [1.16, -1.42, -3.33], [0.26, 1.29, -3.47], [0.98, 0.37, -5.66], [3.87, -1.50, -2.40], [4.73, -1.90, -5.06], [3.20, -1.47, -5.79], [3.26, -2.76, -4.65], [4.33, 0.94, -2.84], [5.36, 0.10, -3.94], [3.72, 0.97, -5.83], [4.55, 2.26, -4.95], [2.11, 2.57, -5.17], [2.54, 2.54, -3.50], [-0.51, 0.52, -3.40], [0.44, 1.76, -2.50], [-0.20, 2.10, -4.04], [1.11, 1.18, -6.38], [1.43, -0.53, -6.06], [-0.11, 0.20, -5.67], [3.28, -2.42, -2.25], [3.63, -0.90, -1.52], [4.92, -1.77, -2.42], [0.91, -1.77, -4.20], [-4.27, -1.44, 2.64], [-5.29, -1.16, 1.55], [-6.13, 0.07, 1.94], [-6.99, 0.56, 0.81], [-6.07, 0.92, -0.37], [-5.22, -0.24, -0.86], [-4.57, -0.84, 0.31], [-3.81, -1.97, -0.11], [-6.06, -1.21, -1.69], [-4.09, 0.36, -1.70], [-6.21, -2.36, 1.36], [-4.78, -2.00, 3.43], [-3.89, -0.54, 3.13], [-3.42, -2.01, 2.26], [-6.66, -0.31, 2.82], [-5.51, 0.88, 2.34], [-7.56, 1.45, 1.09], [-7.74, -0.18, 0.52], [-5.51, 1.82, -0.10], [-6.79, 1.23, -1.14], [-5.78, -2.25, -1.55], [-7.11, -1.15, -1.37], [-6.08, -0.95, -2.75], [-4.49, 0.74, -2.65], [-3.77, 1.28, -1.20], [-3.24, -0.30, -1.85], [-6.98, -2.21, 0.60], [-6.81, -2.57, 2.25], [-5.69, -3.25, 1.00], [-2.89, -1.68, -0.09]],
  "total_energy_ev": -97870.2051,
  "lumo_ev": 0.23,
  "orbital_gap_ha": 0.300
}



Record 2
{
  "formula": "C42H97AsF6N3O2P",
  "method": "ωB97M-V with the def2-TZVPD basis set",
  "species": ["O", "H", "C", "C", "C", "C", "P", "C", "C", "C", "C", "C", "C", "C", "C", "C", "C", "C", "C", "H", "H", "H", "H", "H", "H", "H", "H", "H", "H", "H", "H", "H", "H", "H", "H", "H", "H", "H", "H", "H", "H", "H", "H", "H", "H", "H", "H", "H", "H", "H", "H", "H", "H", "H", "H", "C", "C", "N", "C", "C", "C", "C", "C", "O", "C", "H", "H", "H", "H", "H", "H", "H", "H", "H", "H", "H", "H", "H", "H", "H", "H", "H", "H", "H", "H", "C", "C", "C", "C", "N", "C", "C", "C", "C", "C", "H", "H", "H", "H", "H", "H", "H", "H", "H", "H", "H", "H", "H", "H", "H", "H", "H", "H", "H", "H", "C", "C", "C", "C", "N", "C", "C", "C", "C", "C", "H", "H", "H", "H", "H", "H", "H", "H", "H", "H", "H", "H", "H", "H", "H", "H", "H", "H", "H", "H", "As", "F", "F", "F", "F", "F", "F"],
  "positions_angstrom": [[0.39, -0.33, 0.40], [0.77, -0.73, 1.21], [-2.64, -0.21, -7.44], [-1.11, -0.55, -7.36], [-0.63, -0.92, -5.95], [-0.40, 0.41, -5.09], [0.19, 0.08, -3.38], [-0.03, 1.64, -2.41], [-1.34, 2.43, -2.63], [-1.55, 3.43, -1.40], [-2.63, 4.44, -1.54], [2.09, -0.42, -3.38], [3.10, 0.63, -3.91], [4.35, -0.15, -4.21], [5.52, 0.86, -4.56], [-0.72, -1.37, -2.66], [-2.23, -1.24, -2.80], [-2.95, -2.47, -2.19], [-2.66, -3.80, -2.91], [-2.96, -0.23, -8.48], [-2.85, 0.77, -7.04], [-3.25, -0.92, -6.88], [-0.54, 0.28, -7.77], [-0.74, -1.31, -8.05], [0.32, -1.42, -6.15], [-1.34, -1.62, -5.53], [-1.36, 0.89, -4.94], [0.31, 1.04, -5.64], [0.90, 2.16, -2.65], [-0.09, 1.22, -1.40], [-2.24, 1.81, -2.58], [-1.28, 2.87, -3.62], [-0.59, 3.93, -1.28], [-1.84, 3.13, -0.39], [-2.55, 5.25, -0.81], [-3.62, 4.01, -1.49], [-2.58, 5.05, -2.44], [2.09, -1.39, -3.86], [2.36, -0.49, -2.32], [3.36, 1.33, -3.12], [2.72, 1.04, -4.85], [4.21, -0.64, -5.18], [4.63, -0.91, -3.48], [6.43, 0.31, -4.80], [5.75, 1.39, -3.63], [5.43, 1.65, -5.30], [-0.52, -1.38, -1.59], [-0.29, -2.33, -2.96], [-2.60, -1.12, -3.82], [-2.47, -0.35, -2.22], [-4.03, -2.41, -2.05], [-2.53, -2.65, -1.20], [-1.63, -4.12, -2.82], [-2.99, -3.76, -3.95], [-3.30, -4.62, -2.58], [4.34, 3.66, -0.09], [2.80, 3.60, 0.19], [2.45, 2.65, 1.39], [2.90, 1.26, 0.94], [3.21, 3.06, 2.74], [2.98, 2.24, 4.01], [0.89, 2.71, 1.50], [0.29, 4.04, 1.98], [0.39, 4.08, 3.39], [-0.60, 4.72, 4.09], [4.82, 2.78, -0.54], [4.94, 4.07, 0.72], [4.49, 4.34, -0.93], [2.24, 3.29, -0.69], [2.50, 4.60, 0.51], [3.98, 1.36, 0.87], [2.39, 1.06, 0.00], [2.57, 0.52, 1.67], [2.88, 4.06, 3.03], [4.25, 3.14, 2.45], [1.99, 2.38, 4.44], [3.72, 2.61, 4.71], [3.15, 1.18, 3.83], [0.62, 1.92, 2.21], [0.36, 2.35, 0.62], [-0.71, 4.06, 1.53], [0.74, 4.94, 1.56], [-1.60, 4.33, 3.88], [-0.64, 5.80, 3.99], [-0.37, 4.56, 5.15], [5.51, -1.64, -0.55], [3.98, -1.96, -0.72], [3.43, -3.24, 0.07], [1.95, -3.07, 0.47], [1.30, -4.36, 1.02], [1.19, -5.48, -0.08], [-0.17, -6.10, -0.01], [-1.00, -4.88, 0.27], [-0.20, -4.01, 1.34], [1.99, -4.94, 2.26], [5.73, -1.55, 0.52], [5.88, -0.79, -1.11], [6.09, -2.39, -1.08], [3.67, -1.98, -1.76], [3.55, -1.04, -0.31], [4.09, -3.30, 0.94], [3.59, -4.13, -0.54], [1.36, -2.72, -0.38], [1.87, -2.30, 1.23], [2.02, -6.19, -0.02], [1.39, -5.01, -1.04], [-0.26, -6.84, 0.78], [-0.60, -6.48, -0.94], [-2.03, -5.08, 0.59], [-1.18, -4.28, -0.63], [-0.43, -4.28, 2.37], [-0.45, -2.96, 1.20], [1.50, -5.90, 2.46], [1.97, -4.24, 3.09], [3.04, -5.07, 2.02], [-4.51, 2.30, 6.40], [-3.19, 1.57, 6.09], [-3.40, 0.51, 4.88], [-3.15, 1.13, 3.52], [-3.39, 0.29, 2.19], [-3.12, 1.09, 0.86], [-4.27, 0.82, -0.03], [-5.47, 0.60, 0.92], [-4.89, -0.17, 2.09], [-2.45, -0.94, 2.12], [-4.72, 3.10, 5.69], [-4.44, 2.77, 7.38], [-5.36, 1.62, 6.47], [-2.97, 0.90, 6.93], [-2.28, 2.15, 5.97], [-4.41, 0.10, 4.84], [-2.71, -0.32, 4.99], [-2.16, 1.59, 3.44], [-3.89, 1.93, 3.53], [-2.14, 0.93, 0.43], [-3.16, 2.13, 1.17], [-4.05, -0.04, -0.66], [-4.45, 1.72, -0.62], [-6.29, -0.01, 0.51], [-5.96, 1.49, 1.32], [-4.89, -1.24, 1.88], [-5.50, -0.03, 2.98], [-2.53, -1.62, 1.27], [-2.55, -1.50, 3.05], [-1.48, -0.47, 2.24], [0.72, -1.41, 5.24], [1.90, -1.02, 3.92], [1.94, -0.67, 6.37], [-0.48, -1.77, 6.50], [-0.31, -2.09, 4.03], [1.60, -3.00, 5.60], [-0.16, 0.19, 4.99]],
  "total_energy_ev": -140114.2201,
  "lumo_ev": [-1.92, -1.96],
  "multiplicity": 2,
  "orbital_gap_ha": [0.068, 0.293],
  "charge": 1
}



Record 3
{
  "formula": "C42H98N14O14",
  "method": "ωB97M-V with the def2-TZVPD basis set",
  "species": ["C", "O", "N", "C", "C", "H", "H", "H", "H", "H", "H", "H", "C", "O", "N", "C", "C", "H", "H", "H", "H", "H", "H", "H", "C", "O", "N", "C", "C", "H", "H", "H", "H", "H", "H", "H", "C", "O", "N", "C", "C", "H", "H", "H", "H", "H", "H", "H", "C", "O", "N", "C", "C", "H", "H", "H", "H", "H", "H", "H", "C", "O", "N", "C", "C", "H", "H", "H", "H", "H", "H", "H", "C", "O", "N", "C", "C", "H", "H", "H", "H", "H", "H", "H", "C", "O", "N", "C", "C", "H", "H", "H", "H", "H", "H", "H", "C", "O", "N", "C", "C", "H", "H", "H", "H", "H", "H", "H", "C", "O", "N", "C", "C", "H", "H", "H", "H", "H", "H", "H", "C", "O", "N", "C", "C", "H", "H", "H", "H", "H", "H", "H", "C", "O", "N", "C", "C", "H", "H", "H", "H", "H", "H", "H", "C", "O", "N", "C", "C", "H", "H", "H", "H", "H", "H", "H", "C", "O", "N", "C", "C", "H", "H", "H", "H", "H", "H", "H"],
  "positions_angstrom": [[2.47, 2.87, 4.63], [2.24, 3.96, 5.17], [3.68, 2.27, 4.59], [3.82, 0.98, 3.95], [4.84, 2.81, 5.20], [1.68, 2.43, 4.00], [4.12, 0.22, 4.67], [4.52, 1.01, 3.10], [2.86, 0.60, 3.57], [4.59, 3.83, 5.54], [5.17, 2.27, 6.09], [5.64, 2.81, 4.46], [-0.71, 4.11, 2.48], [0.19, 3.31, 2.60], [-0.55, 5.44, 2.53], [-1.70, 6.31, 2.61], [0.75, 6.04, 2.88], [-1.78, 3.85, 2.32], [-2.09, 6.42, 3.65], [-2.56, 5.89, 2.07], [-1.41, 7.22, 2.10], [1.59, 5.37, 2.67], [1.02, 6.88, 2.22], [0.71, 6.24, 3.95], [2.73, 6.21, 0.21], [3.75, 6.48, 0.85], [2.31, 5.00, -0.14], [1.13, 4.85, -0.89], [3.09, 3.84, 0.14], [2.08, 7.01, -0.20], [0.57, 5.78, -0.88], [0.50, 4.09, -0.42], [1.30, 4.59, -1.93], [3.67, 3.47, -0.72], [3.76, 4.04, 0.98], [2.53, 2.96, 0.43], [-3.15, 5.42, -0.86], [-3.48, 4.43, -0.23], [-2.41, 5.48, -2.01], [-2.09, 6.69, -2.65], [-2.00, 4.25, -2.61], [-3.34, 6.44, -0.52], [-2.22, 6.53, -3.72], [-1.07, 7.01, -2.44], [-2.72, 7.47, -2.22], [-0.90, 4.16, -2.52], [-2.45, 3.40, -2.09], [-2.28, 4.22, -3.67], [1.83, -2.86, 3.49], [2.72, -2.10, 3.84], [1.38, -3.90, 4.18], [1.91, -4.20, 5.48], [0.45, -4.81, 3.64], [1.26, -2.78, 2.55], [2.67, -3.45, 5.73], [2.51, -5.12, 5.48], [1.11, -4.15, 6.22], [0.90, -5.65, 3.09], [-0.28, -5.14, 4.37], [-0.13, -4.35, 2.83], [3.17, -1.67, -3.14], [4.24, -2.20, -3.42], [2.89, -0.33, -3.07], [1.61, 0.12, -2.63], [3.93, 0.62, -3.27], [2.25, -2.24, -2.96], [0.92, -0.72, -2.57], [1.26, 0.90, -3.29], [1.74, 0.62, -1.67], [3.76, 1.25, -4.15], [4.06, 1.32, -2.46], [4.86, 0.07, -3.45], [2.06, -4.44, -0.18], [1.93, -3.31, 0.31], [2.68, -5.53, 0.37], [2.60, -6.79, -0.23], [3.37, -5.40, 1.61], [1.65, -4.79, -1.14], [2.02, -6.80, -1.15], [2.02, -7.47, 0.41], [3.61, -7.20, -0.31], [3.36, -4.41, 2.07], [2.90, -6.03, 2.38], [4.45, -5.45, 1.50], [6.24, -1.24, 2.19], [7.05, -0.67, 2.85], [5.46, -0.64, 1.23], [4.55, -1.40, 0.42], [5.58, 0.79, 0.98], [6.18, -2.34, 2.21], [3.51, -1.12, 0.59], [4.49, -2.45, 0.70], [4.82, -1.29, -0.64], [6.14, 0.97, 0.05], [4.59, 1.24, 0.99], [6.20, 1.17, 1.80], [-3.52, 0.67, -6.62], [-4.38, 1.46, -6.29], [-2.35, 0.54, -5.98], [-2.00, 1.32, -4.80], [-1.43, -0.48, -6.36], [-3.63, 0.01, -7.50], [-0.93, 1.54, -4.84], [-2.24, 0.89, -3.83], [-2.61, 2.21, -4.69], [-1.88, -1.14, -7.10], [-0.53, -0.13, -6.85], [-1.07, -1.01, -5.48], [-2.92, 0.38, 3.10], [-2.68, 1.52, 3.43], [-2.38, -0.70, 3.70], [-2.49, -1.99, 3.10], [-1.33, -0.56, 4.72], [-3.58, 0.05, 2.27], [-2.63, -2.76, 3.86], [-1.60, -2.30, 2.54], [-3.26, -1.94, 2.32], [-1.40, -1.24, 5.57], [-0.36, -0.76, 4.26], [-1.39, 0.35, 5.33], [-1.08, -3.72, -3.65], [-0.30, -2.82, -3.44], [-2.39, -3.63, -4.01], [-3.22, -4.81, -4.10], [-3.03, -2.37, -4.15], [-0.81, -4.78, -3.58], [-3.85, -4.81, -5.00], [-3.95, -4.92, -3.29], [-2.54, -5.66, -4.17], [-3.37, -2.14, -5.16], [-3.90, -2.24, -3.50], [-2.39, -1.55, -3.79], [-3.51, -5.93, 0.24], [-4.62, -6.24, -0.07], [-2.99, -4.72, 0.02], [-1.63, -4.42, 0.39], [-3.77, -3.61, -0.43], [-2.70, -6.60, 0.59], [-1.21, -5.39, 0.68], [-1.59, -3.68, 1.18], [-0.99, -3.98, -0.38], [-4.84, -3.73, -0.36], [-3.55, -2.66, 0.09], [-3.49, -3.27, -1.43], [-4.44, 0.76, -0.75], [-4.14, -0.10, 0.00], [-5.39, 0.69, -1.71], [-5.59, 1.73, -2.68], [-6.22, -0.50, -1.88], [-3.94, 1.74, -0.79], [-5.07, 2.64, -2.36], [-6.65, 1.98, -2.78], [-5.16, 1.54, -3.67], [-7.28, -0.24, -1.79], [-6.09, -0.94, -2.87], [-5.89, -1.22, -1.15], [-0.63, 1.52, -0.26], [-1.29, 1.70, -1.28], [-0.30, 0.29, 0.26], [-0.85, -0.86, -0.33], [0.67, 0.19, 1.27], [-0.18, 2.33, 0.33], [-0.17, -1.71, -0.22], [-1.02, -0.79, -1.41], [-1.82, -1.16, 0.07], [0.93, 1.16, 1.73], [0.32, -0.41, 2.11], [1.65, -0.15, 0.89]],
  "total_energy_ev": -94669.3919,
  "lumo_ev": 0.01,
  "orbital_gap_ha": 0.313
}